Formula: C2H3Cl2FS
Source: the Open Molecules 2025 dataset
Level of theory: ωB97M-V/def2-TZVPD

* E_tot: -1496.437208 a.u.
* multiplicity: 1
* highest occupied orbital energy: -9.751 eV
* Kohn-Sham gap: 10.37 eV
* energy relative to the best compared isomer or geometry (same formula, charge and spin): 0.0 kJ/mol
* LUMO: 0.62 eV

Geometry as XYZ:
```
9
Properties=species:S:1:pos:R:3:mulliken_charge:R:1
C 0.417 0.248 0.536 -0.89
C 0.065 -0.057 -0.976 0.60
H -1.073 -0.791 1.917 0.12
H 0.965 1.159 0.495 0.36
H 1.068 -0.576 0.794 0.38
F 1.262 -0.273 -1.563 -0.18
S -1.003 0.475 1.647 -0.11
Cl -0.921 -1.521 -1.107 -0.14
Cl -0.780 1.336 -1.743 -0.15
```

***

Formula: C2H3Cl2N
Source: the Open Molecules 2025 dataset
Level of theory: ωB97M-V/def2-TZVPD

* E_tot: -1052.993005 a.u.
* multiplicity: 1
* highest occupied orbital energy (alpha / beta): -8.665 / -8.571 eV
* Kohn-Sham gap (alpha / beta): 8.00 / 8.39 eV
* energy relative to the best compared isomer or geometry (same formula, charge and spin): 341.3 kJ/mol
* LUMO (alpha / beta): -0.66 / -0.18 eV

Geometry as XYZ:
```
8
Properties=species:S:1:pos:R:3:mulliken_charge:R:1
C -0.832 1.271 -0.024 -0.52
C 0.531 -1.059 -0.109 0.28
N 1.026 -1.882 0.672 -0.44
Cl 0.464 2.234 -0.625 -0.10
Cl 0.157 -1.394 -1.747 -0.09
H -1.001 1.500 1.002 0.32
H -1.688 1.116 -0.715 0.31
H 1.343 -1.786 1.546 0.24
```

***

Formula: C2H3Cl2N
Source: the Open Molecules 2025 dataset
Level of theory: ωB97M-V/def2-TZVPD

* E_tot: -1053.122996 a.u.
* multiplicity: 1
* highest occupied orbital energy: -10.704 eV
* Kohn-Sham gap: 11.51 eV
* energy relative to the best compared isomer or geometry (same formula, charge and spin): 0.0 kJ/mol
* LUMO: 0.80 eV

Geometry as XYZ:
```
8
Properties=species:S:1:pos:R:3:mulliken_charge:R:1
C 0.502 -0.269 -0.297 0.43
C -0.648 0.155 0.685 -0.43
N 1.212 0.639 -0.740 -0.51
Cl 0.532 -1.950 -0.499 -0.15
Cl -2.085 0.368 -0.394 -0.18
H -0.411 1.084 1.212 0.26
H -0.976 -0.471 1.429 0.32
H 1.875 0.444 -1.395 0.26
```

***

Formula: C2H3Cl2N
Source: the Open Molecules 2025 dataset
Level of theory: ωB97M-V/def2-TZVPD

* E_tot: -1053.038585 a.u.
* multiplicity: 1
* highest occupied orbital energy (alpha / beta): -7.091 / -7.055 eV
* Kohn-Sham gap (alpha / beta): 7.97 / 7.89 eV
* energy relative to the best compared isomer or geometry (same formula, charge and spin): 221.6 kJ/mol
* LUMO (alpha / beta): 0.88 / 0.84 eV

Geometry as XYZ:
```
8
Properties=species:S:1:pos:R:3:mulliken_charge:R:1
C 1.049 0.647 -0.380 -0.20
C -0.947 -0.620 0.537 -0.18
N 0.273 -0.031 0.547 -0.22
Cl 2.586 1.176 0.097 -0.20
Cl -1.552 -1.116 2.106 -0.23
H 0.884 0.890 -1.375 0.40
H -1.537 -0.745 -0.307 0.43
H 0.527 -0.177 1.567 0.19
```

***

Formula: C2H3Cl2OP
Source: the Open Molecules 2025 dataset
Level of theory: ωB97M-V/def2-TZVPD

* E_tot: -1414.930300 a.u.
* multiplicity: 1
* highest occupied orbital energy: -9.713 eV
* Kohn-Sham gap: 10.12 eV
* energy relative to the best compared isomer or geometry (same formula, charge and spin): 250.0 kJ/mol
* LUMO: 0.41 eV

Geometry as XYZ:
```
9
Properties=species:S:1:pos:R:3:mulliken_charge:R:1
C -0.635 -0.843 0.287 0.20
C -1.931 -0.029 -0.369 0.10
O -0.558 -2.000 0.214 -0.39
P 0.750 0.167 1.179 0.00
Cl -3.472 -0.743 0.072 -0.12
Cl -1.888 1.727 0.113 -0.20
H -1.764 -0.019 -1.500 0.29
H 0.455 1.434 0.615 0.04
H 1.435 -0.399 0.110 0.08
```

***

Formula: C2H3Cl3N2
Source: the Open Molecules 2025 dataset
Level of theory: ωB97M-V/def2-TZVPD

* E_tot: -1567.944803 a.u.
* multiplicity: 1
* highest occupied orbital energy (alpha / beta): -8.346 / -8.345 eV
* Kohn-Sham gap (alpha / beta): 8.61 / 8.61 eV
* energy relative to the best compared isomer or geometry (same formula, charge and spin): 382.6 kJ/mol
* LUMO (alpha / beta): 0.26 / 0.26 eV

Geometry as XYZ:
```
10
Properties=species:S:1:pos:R:3:mulliken_charge:R:1
C 0.161 0.406 0.224 0.35
C 1.440 -0.103 0.915 0.03
N -0.281 1.234 -0.558 -0.43
N -1.281 -1.083 0.806 -0.44
Cl 1.101 -0.486 2.616 -0.09
Cl 1.908 -1.463 -0.040 -0.11
Cl -2.554 -0.508 -0.087 -0.15
H 2.293 0.666 0.842 0.32
H -1.184 1.428 -0.901 0.28
H -0.950 -2.034 0.689 0.24
```

***

Formula: C2H3Cl3NO2
Source: the Open Molecules 2025 dataset
Level of theory: ωB97M-V/def2-TZVPD

* net charge: -1
* E_tot: -1663.783090 a.u.
* multiplicity: 1
* highest occupied orbital energy: -2.536 eV
* Kohn-Sham gap: 5.55 eV
* energy relative to the best compared isomer or geometry (same formula, charge and spin): 50.8 kJ/mol
* LUMO: 3.02 eV

Geometry as XYZ:
```
11
Properties=species:S:1:pos:R:3:mulliken_charge:R:1
C -1.036 -0.097 0.077 0.21
C 1.901 -0.167 -0.005 0.25
N -2.264 0.292 -0.010 0.11
O -2.989 1.269 0.485 -0.80
O -0.651 -1.066 -0.542 -0.79
Cl 3.192 -1.422 0.106 -0.21
Cl 1.905 0.847 1.465 -0.18
Cl 2.200 0.849 -1.432 -0.15
H -0.433 0.611 0.795 0.06
H -2.789 -0.333 -0.738 0.19
H 0.962 -0.784 -0.202 0.30
```

***

Formula: C2H3ClF12O6P2Zn
Source: the Open Molecules 2025 dataset
Level of theory: ωB97M-V/def2-TZVPD

* net charge: -2
* E_tot: -4650.425737 a.u.
* multiplicity: 1
* highest occupied orbital energy: -3.600 eV
* Kohn-Sham gap: 8.37 eV
* LUMO: 4.77 eV

Geometry as XYZ:
```
27
Properties=species:S:1:pos:R:3:mulliken_charge:R:1
Zn 0.246 -0.063 -0.107 1.58
C 2.664 2.209 -2.321 -1.20
C 1.737 1.292 -1.551 1.08
O 0.864 0.496 -2.033 -0.71
O 1.848 1.227 -0.310 -0.65
H 2.635 3.232 -1.946 0.28
H 2.404 2.183 -3.379 0.33
H 3.710 1.901 -2.318 0.30
Cl 0.020 0.061 3.553 1.73
O 0.292 0.308 2.161 -0.68
O 1.067 -0.599 4.260 -0.69
O -0.330 1.319 4.190 -0.71
O -1.146 -0.766 3.742 -0.70
P 0.299 -2.925 -0.092 1.31
F 1.349 -4.107 -0.302 -0.35
F 0.433 -3.174 1.515 -0.35
F 1.485 -1.755 -0.004 -0.48
F -0.751 -1.674 0.179 -0.37
F 0.207 -2.545 -1.647 -0.34
F -0.815 -4.041 -0.376 -0.36
P -2.644 1.057 -0.415 1.32
F -1.011 1.476 -0.475 -0.49
F -2.703 2.053 -1.702 -0.39
F -2.206 -0.116 -1.498 -0.37
F -4.247 0.738 -0.508 -0.37
F -2.410 -0.020 0.765 -0.34
F -2.994 2.232 0.617 -0.38
```

***

Formula: C2H3ClF2
Source: the Open Molecules 2025 dataset
Level of theory: ωB97M-V/def2-TZVPD

* E_tot: -737.875183 a.u.
* multiplicity: 1
* highest occupied orbital energy: -10.090 eV
* Kohn-Sham gap: 11.08 eV
* energy relative to the best compared isomer or geometry (same formula, charge and spin): 172.0 kJ/mol
* LUMO: 0.99 eV

Geometry as XYZ:
```
8
Properties=species:S:1:pos:R:3:mulliken_charge:R:1
C 0.172 -0.876 -0.256 -0.49
C -0.354 0.876 0.153 0.26
F 0.504 1.215 1.096 -0.22
F -0.173 1.495 -0.983 -0.21
Cl 1.850 -0.925 0.335 -0.17
H -0.541 -1.472 0.376 0.25
H -0.054 -1.105 -1.323 0.32
H -1.404 0.792 0.602 0.27
```

***

Formula: C2H3ClF2
Source: the Open Molecules 2025 dataset
Level of theory: ωB97M-V/def2-TZVPD

* E_tot: -737.921792 a.u.
* multiplicity: 1
* highest occupied orbital energy: -10.997 eV
* Kohn-Sham gap: 11.82 eV
* energy relative to the best compared isomer or geometry (same formula, charge and spin): 49.6 kJ/mol
* LUMO: 0.83 eV

Geometry as XYZ:
```
8
Properties=species:S:1:pos:R:3:mulliken_charge:R:1
C -0.631 -0.132 0.291 -0.47
C 0.748 0.114 -0.189 0.38
H -0.732 -1.232 0.607 0.29
H -0.963 0.403 1.200 0.31
H 1.405 0.031 0.701 0.13
F 0.857 1.364 -0.677 -0.24
F 1.207 -0.740 -1.099 -0.23
Cl -1.892 0.191 -0.835 -0.17
```